[1]
Molecular formula: C22H34BrFNO15PS
Method: DFT, wB97M-V/def2-TZVPD

```
76
Properties=species:S:1:pos:R:3:lowdin_charge:R:1
O -1.437 -1.577 -7.481 -0.0984
C -0.350 -1.933 -6.743 -0.6080
Br 0.289 -0.604 -5.392 0.8029
C 0.322 -3.389 -7.083 -0.2249
N 0.039 -4.481 -6.075 -0.4054
P 1.357 -4.698 -4.895 0.9300
O 1.036 -6.027 -3.783 -0.3032
O 1.586 -3.313 -3.866 -0.3607
S -1.532 -4.329 -5.327 0.8444
O -1.858 -5.722 -4.659 -0.3474
O -2.699 -4.113 -6.366 -0.3183
F -1.550 -3.157 -4.054 -0.2601
H -0.156 -3.758 -8.113 0.1619
H 1.490 -3.344 -7.265 0.1348
H 1.299 -5.653 -2.871 0.0889
H 2.312 -2.778 -4.321 0.0599
O 1.782 -1.073 -1.876 0.0681
C 0.738 -0.583 -1.480 -0.4668
C -0.346 -1.317 -0.750 -0.0701
C -1.507 -0.363 -0.864 -0.1528
C -0.826 0.979 -0.937 -0.1629
O 0.411 0.737 -1.605 0.0193
H -0.040 -1.464 0.290 0.1126
H -0.564 -2.275 -1.229 0.1313
H -2.220 -0.440 -0.038 0.1246
H -2.050 -0.555 -1.798 0.1219
H -0.614 1.391 0.054 0.1292
H -1.416 1.705 -1.505 0.1292
O 2.141 1.680 -5.942 0.0118
C 1.852 2.631 -6.649 -0.4628
C 1.060 2.562 -7.919 -0.0899
C 1.347 3.903 -8.545 -0.1696
C 1.589 4.782 -7.345 -0.1711
O 2.176 3.927 -6.365 0.0325
H 0.001 2.445 -7.674 0.1379
H 1.404 1.741 -8.554 0.1327
H 0.542 4.267 -9.189 0.1216
H 2.260 3.839 -9.148 0.1239
H 0.660 5.195 -6.938 0.1300
H 2.273 5.604 -7.574 0.1288
O 1.290 -1.997 2.200 0.0796
C 2.171 -1.164 2.065 -0.4449
C 3.466 -1.379 1.341 -0.0746
C 4.292 -0.212 1.818 -0.1609
C 3.250 0.839 2.096 -0.1621
O 2.094 0.120 2.523 0.0264
H 3.284 -1.336 0.264 0.1235
H 3.920 -2.333 1.620 0.1349
H 5.049 0.112 1.098 0.1240
H 4.805 -0.481 2.749 0.1235
H 2.992 1.416 1.202 0.1316
H 3.566 1.529 2.884 0.1308
O -3.478 0.997 5.069 0.0867
C -2.540 0.226 4.957 -0.4546
C -1.594 -0.158 6.055 -0.0909
C -0.456 -0.783 5.289 -0.1535
C -1.145 -1.338 4.069 -0.1687
O -2.229 -0.447 3.810 0.0255
H -2.086 -0.879 6.714 0.1375
H -1.266 0.719 6.617 0.0917
H 0.090 -1.540 5.857 0.1239
H 0.257 -0.004 4.990 0.1222
H -1.550 -2.340 4.241 0.1322
H -0.478 -1.369 3.203 0.0906
O -0.539 1.811 8.198 0.0820
C -1.583 2.302 8.594 -0.4535
C -2.666 1.568 9.324 -0.0814
C -3.828 2.522 9.209 -0.1632
C -3.147 3.863 9.136 -0.1685
O -1.910 3.622 8.468 0.0361
H -2.361 1.421 10.363 0.1375
H -2.885 0.610 8.845 0.1248
H -4.540 2.445 10.035 0.1208
H -4.371 2.330 8.276 0.1262
H -2.934 4.276 10.128 0.1285
H -3.737 4.590 8.569 0.1302
```

Total charge   0
Lowest unoccupied orbital energy   -1.21 eV
Structure (SMILES)   O=C(Br)CN(P(O)O)S(=O)(=O)F.O=C1CCCO1.O=C1CCCO1.O=C1CCCO1.O=C1CCCO1.O=C1CCCO1
Gap between HOMO and LUMO   0.309 Ha

=====

[2]
Molecular formula: C22H34CaFN5O8
Method: DFT, wB97M-V/def2-TZVPD

```
71
Properties=species:S:1:pos:R:3:lowdin_charge:R:1
O -1.564 0.976 -5.073 0.0230
H -1.679 0.844 -4.064 0.1545
Ca 1.312 1.847 -2.503 1.4968
N 0.673 2.512 -5.170 -0.1512
N -0.388 3.742 -3.285 -0.0194
O 1.762 2.147 -5.832 -0.2037
O -0.998 4.396 -2.189 -0.1132
C 0.177 3.740 -5.513 -0.2829
C -0.573 4.349 -4.464 -0.2623
C 0.428 4.384 -6.823 -0.0251
C -1.427 5.541 -4.721 -0.0073
H 1.207 3.859 -7.385 0.0786
H 0.751 5.428 -6.698 0.0907
H -0.502 4.378 -7.413 0.0942
H -1.979 5.813 -3.820 0.0797
H -2.136 5.329 -5.533 0.0967
H -0.839 6.410 -5.045 0.0953
H 2.330 1.213 -4.725 0.0286
H -1.564 3.649 -1.778 0.0685
O 1.401 3.602 -1.047 -0.1653
H 1.691 3.578 -0.120 0.0872
H 0.586 4.162 -1.169 0.0536
C -1.749 -0.040 -5.987 -0.0542
H -0.800 -0.453 -6.346 0.1083
H -2.300 0.342 -6.855 0.1067
H -2.283 -0.886 -5.547 0.1134
O 2.539 0.880 -3.755 -0.2826
H -0.762 1.664 -5.228 0.1445
H 3.210 0.179 -3.833 0.0927
F 2.913 -3.661 1.739 0.0139
C 1.943 -2.706 1.972 -0.1952
C 1.734 -1.782 0.982 0.0363
C 0.623 -0.926 1.062 -0.0942
C 0.353 0.009 0.003 -0.3720
O 1.286 0.357 -0.789 -0.2201
C -0.983 0.562 -0.031 -0.0534
C -1.633 0.671 1.182 -0.0032
N -1.220 0.016 2.316 -0.0099
C -1.869 0.233 3.549 -0.2669
C -2.487 1.578 3.840 -0.1007
C -3.365 0.397 3.575 -0.0996
C -0.184 -0.931 2.218 -0.1192
C 0.047 -1.883 3.221 0.0312
C 1.134 -2.780 3.135 -0.1743
N 1.347 -3.721 4.167 -0.1055
C 0.193 -4.528 4.547 -0.1640
C 0.354 -5.131 5.931 -0.2152
N 1.669 -5.794 5.967 -0.0397
C 2.824 -4.919 5.704 -0.2100
C 2.641 -4.355 4.303 -0.1787
C -1.440 1.297 -1.266 -0.5481
O -2.177 2.307 -1.091 -0.0168
O -0.960 0.871 -2.395 -0.1568
H 2.385 -1.722 0.118 0.1174
H -2.514 1.301 1.297 0.1171
H -1.423 -0.266 4.404 0.1321
H -2.408 1.916 4.875 0.1021
H -2.413 2.346 3.070 0.1002
H -3.888 0.355 2.618 0.1029
H -3.877 -0.047 4.431 0.1011
H -0.629 -1.958 4.078 0.0929
H 0.045 -5.348 3.809 0.1276
H -0.699 -3.894 4.512 0.1108
H 0.352 -4.389 6.731 0.1108
H -0.420 -5.875 6.118 0.0875
H 1.798 -6.245 6.869 -0.0012
H 1.676 -6.497 5.226 0.0570
H 3.742 -5.508 5.761 0.0912
H 2.831 -4.155 6.482 0.1124
H 2.746 -5.176 3.566 0.1183
H 3.424 -3.605 4.115 0.1363
```

Total charge   0
Lowest unoccupied orbital energy (alpha / beta)   -0.73 / -0.73 eV
Gap between HOMO and LUMO (alpha / beta)   0.114 / 0.072 Ha

=====

[3]
Molecular formula: C22H34CrO13
Method: DFT, wB97M-V/def2-TZVPD

```
70
Properties=species:S:1:pos:R:3:lowdin_charge:R:1
Cr -2.344 1.245 -1.284 1.2222
C -1.135 4.302 -3.509 0.0470
C -1.771 3.176 -2.786 -0.6097
O -1.387 1.975 -2.990 -0.0536
O -2.638 3.267 -1.865 -0.0379
H -1.542 4.385 -4.516 0.1085
H -0.065 4.117 -3.566 0.0928
H -1.316 5.242 -2.992 0.1003
O -0.778 1.269 -0.286 -0.2966
H 0.179 1.254 -0.281 -0.0178
O 1.552 0.553 -4.591 0.1365
C 2.149 1.053 -3.685 -0.4684
O 2.999 2.091 -3.871 0.0419
C 3.512 2.565 -2.632 -0.1400
C 2.544 2.014 -1.561 -0.1361
C 2.061 0.732 -2.200 -0.0929
H 3.542 3.650 -2.642 0.1297
H 4.520 2.177 -2.463 0.1300
H 1.712 2.731 -1.560 0.1173
H 2.913 2.018 -0.539 0.1094
H 1.041 0.368 -2.081 0.0988
H 2.691 -0.141 -2.009 0.1221
O -2.971 1.230 3.567 0.1330
C -1.792 1.403 3.669 -0.4795
O -1.021 0.654 4.505 0.0166
C 0.369 1.068 4.401 -0.1313
C 0.452 1.689 3.003 -0.1496
C -0.894 2.401 3.000 -0.0741
H 0.964 0.178 4.587 0.1263
H 0.552 1.799 5.191 0.1305
H 0.518 0.870 2.284 0.0947
H 1.340 2.317 2.951 0.1209
H -1.186 2.760 2.013 0.1148
H -0.720 3.343 3.530 0.1397
O 0.756 -2.774 1.800 0.1223
C 1.786 -2.192 1.625 -0.4746
O 2.803 -2.264 2.529 0.0313
C 4.013 -1.702 1.971 -0.1253
C 3.580 -0.811 0.811 -0.1387
C 2.144 -1.247 0.513 -0.0811
H 4.687 -2.512 1.697 0.1293
H 4.460 -1.128 2.781 0.1278
H 4.264 -0.860 -0.038 0.1166
H 3.597 0.251 1.062 0.1042
H 1.998 -1.792 -0.423 0.1086
H 1.444 -0.415 0.493 0.1001
O -1.794 -0.523 -2.285 0.0238
C -1.082 -1.509 -2.249 -0.4121
O -0.974 -2.205 -1.120 0.0575
C -0.328 -3.471 -1.356 -0.1143
C 0.423 -3.289 -2.679 -0.1208
C -0.312 -2.146 -3.372 -0.0293
H -1.087 -4.250 -1.431 0.1371
H 0.350 -3.694 -0.539 0.1108
H 0.496 -4.197 -3.276 0.1248
H 1.467 -3.050 -2.462 0.1094
H -1.023 -2.441 -4.144 0.1492
H 0.362 -1.411 -3.816 0.1154
O -3.116 -0.046 0.173 0.0012
C -3.537 -0.827 1.018 -0.4315
O -4.826 -1.013 1.148 0.0885
C -5.099 -1.948 2.247 -0.0861
C -3.765 -2.189 2.950 -0.1053
C -2.701 -1.595 1.994 -0.0297
H -5.526 -2.809 1.731 0.1294
H -5.890 -1.545 2.873 0.1323
H -3.661 -3.232 3.227 0.1214
H -3.722 -1.564 3.843 0.1167
H -2.254 -2.408 1.418 0.1322
H -1.989 -0.951 2.491 0.1134
```

Total charge   +1
Lowest unoccupied orbital energy (alpha / beta)   -4.34 / -3.02 eV
Gap between HOMO and LUMO (alpha / beta)   0.311 / 0.359 Ha
⟨S²⟩   3.7968
2S+1   4

=====

[4]
Molecular formula: C22H34KN6O2
Method: DFT, wB97M-V/def2-TZVPD

```
65
Properties=species:S:1:pos:R:3:lowdin_charge:R:1
K 0.415 -0.285 0.832 0.8339
N -1.811 -1.534 2.509 0.0033
C -3.226 -1.670 2.798 -0.2803
C -4.056 -1.228 1.576 -0.2302
N -3.647 -0.038 0.854 -0.0684
C -3.781 1.256 1.497 -0.2278
C -2.728 1.619 2.562 -0.2723
N -1.406 1.320 2.060 -0.0387
H -1.217 -1.943 3.218 0.0793
H -1.584 -1.946 1.609 0.0310
H -3.540 -2.699 3.043 0.0953
H -3.473 -1.056 3.670 0.0883
H -4.018 -2.047 0.851 0.1085
H -5.102 -1.109 1.880 0.1038
H -2.695 -0.153 0.522 0.0779
H -3.707 2.008 0.702 0.1041
H -4.787 1.327 1.925 0.1055
H -2.888 2.674 2.844 0.0962
H -2.888 1.023 3.462 0.0895
H -1.098 1.958 1.337 0.0265
H -0.696 1.273 2.782 0.0631
C 0.425 1.271 -3.928 -0.0433
C 0.285 1.396 -2.430 -0.2811
N 0.231 0.383 -1.638 -0.0119
N 0.364 -0.847 -2.176 0.0284
C -0.104 -1.870 -1.463 -0.5126
O -0.801 -1.839 -0.422 -0.1739
C 0.227 -3.209 -2.069 -0.1343
C 0.103 -4.348 -1.280 -0.0284
C 0.404 -5.601 -1.793 -0.0970
C 0.817 -5.730 -3.111 -0.1154
C 0.928 -4.600 -3.911 -0.1000
C 0.638 -3.347 -3.393 -0.0359
C 0.216 2.731 -1.823 -0.2141
C 0.310 3.889 -2.610 -0.0275
C 0.256 5.134 -2.013 -0.0840
C 0.120 5.218 -0.636 -0.0782
C 0.039 4.026 0.070 -0.1431
N 0.074 2.827 -0.490 0.1126
H 0.599 0.225 -4.162 0.0486
H 1.265 1.866 -4.294 0.0712
H -0.484 1.604 -4.435 0.0811
H -0.237 -4.227 -0.259 0.1100
H 0.312 -6.481 -1.169 0.0938
H 1.054 -6.708 -3.513 0.0904
H 1.243 -4.702 -4.943 0.0925
H 0.724 -2.458 -4.000 0.0952
H 0.430 3.814 -3.681 0.0942
H 0.326 6.032 -2.615 0.0992
H 0.077 6.169 -0.123 0.0935
H -0.057 4.038 1.153 0.1088
C 3.156 1.731 1.106 -0.0591
C 2.994 0.426 1.937 -0.8401
C 3.380 -0.755 0.989 -0.0741
C 4.054 0.463 3.071 -0.0736
O 1.744 0.292 2.430 -0.4451
H 4.156 1.807 0.664 0.0681
H 2.987 2.594 1.755 0.0722
H 2.406 1.750 0.311 0.0476
H 4.403 -0.650 0.618 0.0700
H 2.697 -0.779 0.135 0.0355
H 3.292 -1.699 1.535 0.0777
H 5.078 0.551 2.688 0.0620
H 3.966 -0.451 3.663 0.0665
H 3.838 1.314 3.721 0.0653
```

Total charge   -1
Lowest unoccupied orbital energy   2.56 eV
Gap between HOMO and LUMO   0.236 Ha